C40H86BCl22N3O7PS | ωB97M-V/def2-TZVPD

Summary:
Frontier orbital gap   0.3532 Eh
HOMO energy   -11.251 eV

```
! RIJCOSX wB97M-V def2-TZVPD def2/J DEFGRID3
* xyz 1 1
C 2.366 1.790 -3.526
C 1.797 0.832 -2.453
C 0.443 0.193 -2.831
C -0.006 -1.059 -2.034
C -1.055 -1.784 -2.882
N 1.167 -1.977 -1.770
C 1.897 -2.443 -3.007
C 3.429 -2.389 -2.841
C 4.136 -1.486 -3.862
C 5.501 -1.085 -3.292
N 5.331 -0.100 -2.217
C 0.750 -3.141 -0.928
P 2.186 -4.278 -0.437
O 2.546 -5.172 -1.770
O 1.316 -5.353 0.477
C 0.219 -2.592 0.413
C 1.322 -2.021 1.345
C 1.686 -2.911 2.537
C 0.514 -3.256 3.463
C 0.824 -4.467 4.357
S 2.123 -4.129 5.527
O 3.397 -3.954 4.863
O 1.722 -3.114 6.454
O 2.206 -5.528 6.321
O -0.876 -1.728 0.212
C -0.672 -0.649 -0.690
N 0.174 0.323 0.027
B -2.177 -0.048 -0.912
O -2.395 1.290 -1.093
C -3.468 -0.953 -0.851
C -4.328 -0.743 -2.141
H 2.433 1.335 -4.515
H 1.856 2.750 -3.539
H 3.395 1.984 -3.214
H 2.582 0.105 -2.239
H 1.708 1.438 -1.553
H 0.523 -0.129 -3.872
H -0.319 0.973 -2.828
H -0.600 -2.421 -3.646
H -1.655 -1.054 -3.420
H -1.691 -2.425 -2.281
H 1.852 -1.462 -1.202
H 1.564 -3.458 -3.202
H 1.615 -1.864 -3.884
H 3.840 -3.389 -2.962
H 3.702 -2.029 -1.842
H 3.569 -0.575 -4.056
H 4.314 -2.025 -4.794
H 5.993 -1.967 -2.872
H 6.150 -0.728 -4.097
H 6.085 -0.172 -1.547
H 5.389 0.825 -2.627
H -0.063 -3.710 -1.387
H 1.866 -5.809 -2.037
H 1.102 -6.152 -0.026
H -0.189 -3.473 0.911
H 1.002 -1.057 1.734
H 2.252 -1.818 0.803
H 2.408 -2.349 3.134
H 2.219 -3.816 2.240
H 0.272 -2.389 4.082
H -0.398 -3.521 2.925
H -0.059 -4.709 4.951
H 1.154 -5.321 3.767
H 2.994 -5.975 5.973
H -0.219 0.411 0.960
H 0.156 1.238 -0.401
H -1.637 1.787 -1.419
H -3.223 -2.008 -0.750
H -4.081 -0.650 0.003
H -3.755 -0.249 -2.924
H -4.609 -1.718 -2.544
H -5.234 -0.175 -1.946
Cl -1.165 -6.826 -0.939
C -2.529 -5.926 -0.215
C -3.661 -5.752 -1.195
Cl -3.224 -4.664 -2.535
H -2.148 -4.970 0.139
H -2.872 -6.505 0.640
H -4.517 -5.312 -0.687
H -3.960 -6.703 -1.628
Cl 1.884 2.202 2.024
C 1.626 2.159 3.787
C 0.969 0.873 4.220
Cl -0.712 0.741 3.634
H 1.033 3.026 4.055
H 2.602 2.244 4.261
H 0.934 0.827 5.307
H 1.516 0.008 3.851
Cl -5.157 5.122 -4.507
C -5.328 3.962 -3.161
C -4.328 2.844 -3.261
Cl -4.640 1.751 -4.639
H -6.350 3.591 -3.163
H -5.162 4.512 -2.239
H -4.369 2.231 -2.364
H -3.317 3.231 -3.370
Cl -6.018 6.323 0.155
C -6.245 5.191 1.512
C -5.297 4.026 1.427
Cl -5.677 2.960 0.043
H -7.283 4.865 1.506
H -6.054 5.749 2.427
H -5.368 3.419 2.328
H -4.271 4.363 1.312
Cl 8.899 0.953 -3.781
C 8.891 2.727 -3.968
C 7.712 3.354 -3.270
Cl 6.172 2.930 -4.066
H 8.888 2.951 -5.032
H 9.815 3.101 -3.533
H 7.796 4.439 -3.294
H 7.651 3.031 -2.234
Cl -0.250 3.617 6.160
C -0.544 3.574 7.921
C -1.212 2.293 8.349
Cl -2.881 2.174 7.740
H -1.146 4.442 8.175
H 0.425 3.667 8.408
H -1.261 2.255 9.436
H -0.665 1.423 7.994
Cl -3.214 6.210 3.403
C -3.033 7.952 3.052
C -4.069 8.784 3.764
Cl -5.704 8.511 3.114
H -3.093 8.082 1.974
H -2.038 8.238 3.387
H -3.844 9.840 3.628
H -4.090 8.566 4.829
Cl -0.281 -8.427 8.041
C 0.149 -6.805 8.646
C -0.931 -6.213 9.514
Cl -2.394 -5.815 8.575
H 0.355 -6.176 7.788
H 1.065 -6.914 9.225
H -0.573 -5.285 9.956
H -1.220 -6.893 10.311
Cl 0.427 0.949 -6.286
C -1.251 1.088 -6.889
C -2.128 -0.029 -6.391
Cl -1.676 -1.612 -7.079
H -1.210 1.116 -7.975
H -1.641 2.040 -6.531
H -3.160 0.164 -6.672
H -2.077 -0.112 -5.309
Cl 4.755 -6.099 0.434
C 6.064 -5.426 1.444
C 5.694 -4.075 2.007
Cl 5.578 -2.823 0.736
H 6.960 -5.375 0.830
H 6.238 -6.125 2.259
H 6.459 -3.748 2.708
H 4.740 -4.107 2.528
Cl -2.505 9.363 -6.336
C -4.190 9.595 -6.872
C -5.099 8.501 -6.375
Cl -4.745 6.931 -7.140
H -4.190 9.647 -7.957
H -4.521 10.553 -6.474
H -6.133 8.746 -6.614
H -5.011 8.370 -5.298
*
```